1.
{
  "formula": "C5H7N",
  "method": "ωB97M-V/def2-TZVPD",
  "lumo_ev": [0.674, 0.333],
  "smiles": "C/C=C/[C@H]1C=N1",
  "largest_force_ev_per_a": 7.72,
  "total_energy_ev": -6782.4471,
  "species": ["C", "C", "C", "C", "C", "N", "H", "H", "H", "H", "H", "H", "H"],
  "coordinates": [[-2.444, -0.017, -1.601], [-0.302, -0.304, -0.334], [0.906, 0.407, 0.884], [-1.613, 0.246, -0.421], [2.252, -0.156, 0.978], [-2.797, -0.715, -0.632], [-2.609, 0.192, -2.632], [0.012, -1.227, -0.769], [0.591, 1.343, 1.298], [-1.833, 1.124, 0.174], [2.513, -0.293, 2.032], [2.321, -1.118, 0.475], [3.003, 0.518, 0.547]]
}

---

2.
{
  "formula": "C5H7N",
  "method": "ωB97M-V/def2-TZVPD",
  "lumo_ev": 0.290,
  "largest_force_ev_per_a": 2.46,
  "total_energy_ev": -6783.8756,
  "species": ["N", "C", "C", "C", "C", "C", "H", "H", "H", "H", "H", "H", "H"],
  "coordinates": [[-1.224, 2.204, 0.647], [-0.759, 1.189, 0.169], [-0.866, 0.087, -0.873], [-0.258, -1.100, -0.191], [0.578, 1.266, 1.251], [0.830, -1.721, -0.616], [-0.267, 0.391, -1.741], [-1.872, -0.150, -1.257], [-0.723, -1.366, 0.758], [0.525, 1.198, 2.364], [1.438, 1.948, 1.071], [1.330, -1.411, -1.531], [1.269, -2.534, -0.050]]
}

---

3.
{
  "formula": "C5H7N2",
  "method": "ωB97M-V/def2-TZVPD",
  "lumo_ev": [-5.445, -5.446],
  "largest_force_ev_per_a": 2.14,
  "total_energy_ev": -8268.0774,
  "total_charge": 1,
  "species": ["C", "C", "C", "C", "C", "N", "N", "H", "H", "H", "H", "H", "H", "H"],
  "coordinates": [[1.865, -0.890, -0.308], [1.747, 0.512, -0.426], [-0.616, 0.511, -0.337], [-2.886, 0.613, 0.559], [0.880, -1.677, 0.163], [-1.704, 0.719, 0.150], [0.574, 1.119, -0.358], [2.790, -1.328, -0.655], [2.611, 1.127, -0.617], [-3.132, -0.092, 1.339], [-3.650, 1.272, 0.177], [0.947, -2.751, 0.124], [0.016, -1.271, 0.666], [0.557, 2.136, -0.478]]
}

---

4.
{
  "formula": "C5H7N2",
  "method": "ωB97M-V/def2-TZVPD",
  "lumo_ev": -5.841,
  "largest_force_ev_per_a": 5.88,
  "total_energy_ev": -8266.9596,
  "total_charge": 1,
  "species": ["C", "C", "C", "C", "C", "N", "N", "H", "H", "H", "H", "H", "H", "H"],
  "coordinates": [[1.843, 1.453, 1.172], [0.069, 0.842, 1.201], [0.772, 0.892, -0.156], [0.373, 0.465, -1.444], [-0.110, -0.761, 1.457], [1.103, 1.363, 2.162], [2.058, 1.330, -0.052], [-0.843, 1.428, 1.244], [-0.485, 1.164, -1.763], [-0.061, -0.577, -1.443], [1.313, 0.591, -2.083], [-0.571, -1.077, 0.547], [-0.828, -1.019, 2.209], [0.841, -1.228, 1.517]]
}

---

5.
{
  "formula": "C5H7N2",
  "method": "ωB97M-V/def2-TZVPD",
  "lumo_ev": -5.046,
  "smiles": "C=C=C=NC(C)=[NH2+]",
  "largest_force_ev_per_a": 4.56,
  "total_energy_ev": -8267.7946,
  "total_charge": 1,
  "species": ["C", "C", "C", "C", "C", "N", "N", "H", "H", "H", "H", "H", "H", "H"],
  "coordinates": [[1.498, 1.263, 1.617], [0.521, 0.843, 0.956], [2.731, 1.585, 1.602], [-0.754, -0.548, -0.609], [-2.151, -0.707, -0.194], [0.116, 0.004, 0.166], [-0.382, -1.254, -1.687], [3.556, 1.027, 1.808], [2.947, 2.566, 1.093], [-2.330, -0.354, 0.882], [-2.554, -1.625, -0.527], [-2.864, -0.009, -0.862], [0.473, -0.781, -2.071], [-0.808, -2.012, -2.173]]
}

---

6.
{
  "formula": "C5H7N2",
  "method": "ωB97M-V/def2-TZVPD",
  "lumo_ev": [-6.555, -6.554],
  "largest_force_ev_per_a": 4.92,
  "total_energy_ev": -8264.7089,
  "total_charge": 1,
  "species": ["C", "C", "C", "C", "C", "N", "N", "H", "H", "H", "H", "H", "H", "H"],
  "coordinates": [[2.016, 0.628, 1.254], [2.100, 1.167, 0.078], [-0.715, 0.129, -1.692], [-0.753, -0.244, -0.415], [-1.719, -0.993, 0.364], [0.789, 0.096, 1.470], [0.348, 0.128, 0.304], [2.764, 0.809, 2.024], [2.396, 1.607, -0.782], [0.083, 0.825, -2.038], [-1.350, -0.376, -2.484], [-2.732, -1.015, -0.060], [-1.786, -0.733, 1.490], [-1.440, -2.028, 0.486]]
}

---

7.
{
  "formula": "C5H7N2",
  "method": "ωB97M-V/def2-TZVPD",
  "lumo_ev": [-5.077, -5.078],
  "largest_force_ev_per_a": 4.86,
  "total_energy_ev": -8266.5077,
  "total_charge": 1,
  "species": ["C", "C", "C", "C", "C", "N", "N", "H", "H", "H", "H", "H", "H", "H"],
  "coordinates": [[0.111, -0.895, -0.516], [0.215, 0.324, 2.224], [-1.771, -2.327, -0.020], [1.028, 0.147, -0.134], [0.845, 1.425, -0.931], [0.782, 0.478, 1.222], [-0.827, -1.552, -0.189], [-0.153, 0.360, 3.270], [-1.545, -3.272, 0.195], [-2.803, -2.021, -0.108], [2.020, -0.194, -0.201], [-0.037, 2.032, -0.909], [0.967, 1.055, -2.041], [1.803, 1.932, -0.582]]
}

---

8.
{
  "formula": "C5H7N2",
  "method": "ωB97M-V/def2-TZVPD",
  "lumo_ev": [-4.059, -7.810],
  "s2": 2.0462,
  "largest_force_ev_per_a": 6.92,
  "total_energy_ev": -8265.2390,
  "multiplicity": 3,
  "total_charge": 1,
  "species": ["C", "C", "C", "C", "C", "N", "N", "H", "H", "H", "H", "H", "H", "H"],
  "coordinates": [[1.102, 0.979, -0.076], [0.364, -0.132, 0.018], [2.696, -0.721, 0.068], [-0.927, -0.549, -0.659], [-1.398, 0.011, 0.644], [1.395, -1.166, 0.161], [2.406, 0.672, 0.085], [0.791, 1.980, -0.122], [-1.189, -0.165, -1.744], [-0.871, -1.694, -0.670], [-1.486, -0.506, 1.560], [-1.614, 1.148, 0.555], [1.159, -2.157, 0.174], [3.222, 1.341, 0.003]]
}

---

9.
{
  "formula": "C5H7N2O",
  "method": "ωB97M-V/def2-TZVPD",
  "lumo_ev": -5.282,
  "largest_force_ev_per_a": 5.28,
  "total_energy_ev": -10313.6435,
  "total_charge": 1,
  "species": ["C", "C", "C", "C", "C", "N", "N", "O", "H", "H", "H", "H", "H", "H", "H"],
  "coordinates": [[-2.521, 0.334, -0.818], [-2.730, 1.340, -0.153], [-1.924, 2.043, 0.743], [-0.711, -0.265, -0.403], [1.201, -0.187, 0.883], [-1.851, -0.861, -0.966], [-0.028, -0.762, 0.559], [-0.727, 1.835, 0.831], [-2.412, 2.594, 1.525], [-0.159, 0.386, -1.028], [1.610, -0.394, 1.917], [1.764, -0.810, 0.205], [1.320, 0.863, 0.496], [-1.690, -1.279, -1.888], [-0.534, -1.475, 1.173]]
}

---

10.
{
  "formula": "C5H7N2O",
  "method": "ωB97M-V/def2-TZVPD",
  "lumo_ev": -4.817,
  "smiles": "c1on[n+]2c1CCC2",
  "largest_force_ev_per_a": 9.48,
  "total_energy_ev": -10314.0181,
  "total_charge": 1,
  "species": ["C", "C", "C", "C", "C", "N", "N", "O", "H", "H", "H", "H", "H", "H", "H"],
  "coordinates": [[2.126, 1.164, 0.038], [0.440, 0.628, -0.126], [-0.893, 1.051, -0.133], [-1.517, -0.329, 0.169], [-0.551, -1.434, -0.091], [1.950, -1.072, -0.004], [0.691, -0.655, -0.137], [2.683, 0.027, 0.152], [2.585, 2.116, 0.005], [-1.046, 1.837, 0.735], [-1.142, 1.678, -1.045], [-1.679, -0.343, 1.189], [-2.521, -0.379, -0.282], [-0.480, -2.368, 0.628], [-0.646, -1.920, -1.099]]
}

---

11.
{
  "formula": "C5H7N3",
  "method": "ωB97M-V/def2-TZVPD",
  "lumo_ev": 0.296,
  "largest_force_ev_per_a": 3.72,
  "total_energy_ev": -9765.4906,
  "species": ["C", "C", "C", "C", "C", "N", "N", "N", "H", "H", "H", "H", "H", "H", "H"],
  "coordinates": [[-2.301, 0.242, 0.172], [0.070, -0.872, -0.027], [0.891, 1.215, 0.400], [-0.436, 1.722, -0.255], [-0.271, -2.276, -0.204], [-3.105, -0.073, 0.912], [0.898, -0.173, 0.518], [-1.305, 0.612, -0.596], [1.700, 1.425, -0.231], [1.088, 1.781, 1.257], [-1.045, 2.275, 0.418], [-0.113, 2.258, -1.092], [0.605, -2.911, 0.175], [-0.278, -2.697, -1.168], [-1.257, -2.587, 0.292]]
}

---

12.
{
  "formula": "C5H7N3",
  "method": "ωB97M-V/def2-TZVPD",
  "lumo_ev": 0.090,
  "largest_force_ev_per_a": 4.70,
  "total_energy_ev": -9764.7522,
  "species": ["C", "C", "C", "C", "C", "N", "N", "N", "H", "H", "H", "H", "H", "H", "H"],
  "coordinates": [[2.037, -0.854, 0.463], [1.973, -1.125, -0.958], [-1.043, 1.496, 0.688], [-2.164, 0.817, 0.096], [0.020, -0.451, -0.320], [0.860, -0.481, 0.836], [0.832, -0.858, -1.498], [-0.808, 0.678, -0.462], [2.883, -0.845, 1.010], [2.739, -1.480, -1.643], [-0.914, 2.558, 0.649], [-0.637, 1.109, 1.697], [-2.565, -0.064, 0.471], [-2.783, 1.287, -0.679], [-0.430, -1.788, -0.351]]
}